1.
Formula: C2H5ClS2
Source: OMol25
Level of theory: ωB97M-V/def2-TZVPD

Values from the calculation:
HOMO energy: -8.66 eV
SMILES: CC=S.SCl
Net charge: 0
Spin multiplicity: 1
Energy relative to the best compared isomer or geometry (same formula, charge and spin): 174.2 kJ/mol

Each line ends with the Mulliken charge.
Element x y z (Å)
C1 1.5535 0.9373 0.6875  -0.73
C2 1.7944 -0.4307 0.3202  -0.05
S1 0.8485 -1.5926 0.7377  -0.27
H1 0.5883 1.2109 0.2331  0.25
H2 1.3963 1.0369 1.7359  0.29
H3 2.4404 1.5706 0.3181  0.25
H4 2.7612 -0.6747 -0.1624  0.26
S2 -3.7037 -1.2369 -1.7928  -0.05
Cl1 -4.5315 -0.7567 -0.0511  -0.11
H5 -3.1474 -0.0642 -2.0262  0.16

2.
Formula: C17H26F16O5P2
Source: OMol25
Level of theory: ωB97M-V/def2-TZVPD

Values from the calculation:
HOMO energy: -9.14 eV
SMILES: FC(F)C(F)(F)COC(F)(F)C(F)F.FC(F)C(F)(F)COC(F)(F)C(F)F.CCOP(=O)(CCCP)OCC
Net charge: 0
Spin multiplicity: 1

Each line ends with the Mulliken charge.
Element x y z (Å)
F1 -1.9983 3.6167 1.9613  -0.19
C1 -2.1025 3.9856 0.6684  0.25
F2 -3.0651 4.9491 0.6208  -0.31
C2 -2.4584 2.8326 -0.2717  0.88
F3 -3.7424 2.4202 -0.1000  -0.29
F4 -2.4004 3.3104 -1.5571  -0.27
C3 -1.5366 1.6034 -0.2055  -0.84
O1 -1.9165 0.5466 0.6885  -0.38
C4 -1.6193 0.7748 2.0663  0.62
F5 -0.6665 1.7353 2.1442  -0.28
F6 -1.0350 -0.3640 2.5239  -0.20
C5 -2.8638 1.0906 2.9145  0.26
F7 -3.6528 2.0333 2.3453  -0.20
F8 -2.5134 1.5646 4.1409  -0.27
H1 -1.1602 4.4569 0.3702  0.22
H2 -1.5746 1.1371 -1.1989  0.46
H3 -0.4838 1.8819 -0.0752  0.37
H4 -3.4734 0.1916 3.0581  0.24
F9 1.3285 6.8225 -1.3075  -0.21
C6 -0.0002 6.9116 -1.5198  0.02
F10 -0.5974 6.2198 -0.5089  -0.25
C7 -0.4433 6.3589 -2.8755  0.94
F11 -0.3456 5.0037 -2.9236  -0.25
F12 -1.7809 6.6308 -3.0189  -0.34
C8 0.2705 6.9449 -4.1052  -0.71
O2 1.4334 6.2506 -4.5808  -0.41
C9 2.6317 6.4872 -3.8414  0.69
F13 2.4806 7.6367 -3.1397  -0.27
F14 3.6024 6.7389 -4.7591  -0.30
C10 3.0515 5.2958 -2.9627  0.22
F15 2.0238 4.8071 -2.2276  -0.16
F16 4.0240 5.6554 -2.0817  -0.26
H5 -0.2945 7.9606 -1.4098  0.26
H6 -0.4416 6.8710 -4.9378  0.40
H7 0.4580 8.0205 -4.0015  0.35
H8 3.4365 4.4760 -3.5793  0.22
C11 3.0149 -7.8546 2.1484  -1.01
C12 2.2055 -6.4472 1.7861  0.28
O3 2.5227 -5.9250 0.4371  -0.43
P1 1.1227 -5.0108 -0.1631  0.75
O4 1.6227 -4.2882 -1.4963  -0.71
C13 -0.2664 -6.2887 -0.4509  -0.43
C14 -1.7842 -5.6718 -0.4991  -0.76
C15 -2.2491 -4.8667 0.8553  -0.39
P2 -1.8148 -5.8603 2.4673  -0.13
O5 0.7857 -3.8115 1.0537  -0.11
C16 2.0162 -3.0261 1.3536  -0.27
C17 1.7070 -1.4474 1.7226  -0.73
H9 4.0840 -7.8529 1.6324  0.27
H10 2.3747 -8.7888 1.8163  0.24
H11 3.1585 -7.9201 3.3154  0.30
H12 2.5574 -5.6597 2.5994  0.08
H13 1.0618 -6.6243 1.9790  -0.04
H14 -0.2628 -7.1796 0.3387  0.34
H15 -0.0426 -6.8068 -1.5018  0.36
H16 -2.0097 -5.0122 -1.4555  0.30
H17 -2.5195 -6.6079 -0.5913  0.32
H18 -1.8198 -3.7577 0.9040  0.13
H19 -3.4257 -4.7636 0.8032  0.41
H20 -1.8667 -4.9094 3.5654  0.04
H21 -3.0189 -6.6775 2.6730  0.09
H22 2.8204 -3.0805 0.5029  0.36
H23 2.5014 -3.4978 2.3244  0.10
H24 2.6231 -0.7499 1.4242  0.33
H25 1.6225 -1.3827 2.9091  0.22
H26 0.7049 -1.0887 1.2334  0.04

3.
Formula: C35H56BF11N2O29S6
Source: OMol25
Level of theory: ωB97M-V/def2-TZVPD

Values from the calculation:
HOMO energy: -10.47 eV
SMILES: CCCCCCCCCCCCCC[C@H](F)O[C@@H](CO[C@@](B(O)O)(C(=O)NC(=O)F)S(=O)(=O)C(F)(F)C(F)(F)C(F)(F)C(F)(F)F)N=C=O.O=S1(=O)OCCO1.O=S1(=O)OCCO1.O=S1(=O)OCCO1.O=S1(=O)OCCO1.O=S1(=O)OCCO1
Net charge: 0
Spin multiplicity: 1

Each line ends with the Mulliken charge.
Element x y z (Å)
C1 2.8177 4.2185 -0.6278  0.05
C2 3.3994 5.1273 -1.7526  -0.64
C3 4.2768 4.2820 -2.7155  -1.02
C4 3.3783 3.3996 -3.6396  0.81
C5 3.8827 1.9304 -3.7790  -1.35
C6 2.9222 0.9865 -3.0193  1.01
C7 3.1511 -0.5164 -3.3002  -0.83
C8 4.0779 -1.2049 -2.2433  -0.20
C9 3.7057 -2.6931 -2.0551  -0.23
C10 2.7347 -2.8996 -0.8783  -0.02
C11 3.2779 -2.3105 0.4707  -1.30
C12 2.3926 -1.0979 0.8460  1.35
C13 2.5258 -0.6335 2.3267  -1.02
C14 1.1330 -0.7103 3.0223  -0.97
C15 0.4421 0.6581 3.1000  -0.24
F1 -0.3990 0.6280 4.2074  -0.41
O1 -0.3857 0.9375 1.9992  -0.04
C16 -0.2391 2.2630 1.5689  0.11
C17 -1.2255 2.6158 0.3998  0.56
O2 -2.1487 1.5591 0.1918  -0.60
C18 -2.1942 1.0332 -1.0866  1.23
B1 -0.7790 0.4190 -1.6290  0.93
O3 -0.6347 -0.1063 -2.9193  -1.06
O4 0.2997 0.3621 -0.8114  0.80
C19 -3.1007 -0.2604 -0.9226  -0.93
O5 -3.5760 -0.5279 0.1286  -0.48
N1 -3.3626 -1.0773 -2.0711  0.19
C20 -2.9829 -2.4061 -1.9089  0.47
O6 -3.3606 -3.1585 -1.0891  -0.40
F2 -2.0951 -2.8628 -2.8417  -0.27
S1 -3.1183 2.0191 -2.3477  1.64
O7 -4.5134 1.7243 -2.1262  -0.81
O8 -2.8028 1.6837 -3.7143  -0.60
C21 -2.9900 3.8691 -2.2029  0.33
F3 -3.3573 4.3306 -0.9956  -0.23
F4 -3.9479 4.3290 -3.0376  -0.27
C22 -1.5988 4.4964 -2.6142  0.85
F5 -0.7278 3.5037 -2.9067  -0.25
F6 -1.1849 5.2411 -1.5654  -0.32
C23 -1.6477 5.4557 -3.8300  0.46
F7 -2.0865 4.8404 -4.9499  -0.22
F8 -2.4160 6.5358 -3.5875  -0.30
C24 -0.2350 6.0430 -4.2238  0.57
F9 0.5912 5.1132 -4.6972  -0.21
F10 0.3010 6.7925 -3.2628  -0.24
F11 -0.4898 6.8798 -5.2596  -0.28
N2 -0.6049 3.1356 2.7472  -0.68
C25 0.1146 4.1209 2.8584  0.71
O9 0.8012 5.0016 3.1507  -0.44
H1 1.7741 4.5085 -0.4342  0.06
H2 3.3683 4.3054 0.3139  0.51
H3 2.8094 3.1788 -0.9781  -0.42
H4 2.5838 5.6050 -2.3079  0.02
H5 4.0613 5.8705 -1.2883  0.44
H6 4.9075 3.6255 -2.0999  0.36
H7 4.8844 4.9219 -3.3675  0.41
H8 3.3187 3.8621 -4.6319  0.54
H9 2.3743 3.3655 -3.1913  -0.75
H10 3.9570 1.6264 -4.8316  0.42
H11 4.8849 1.8273 -3.3391  0.35
H12 2.9957 1.2082 -1.9436  -0.61
H13 1.8895 1.2248 -3.3254  -0.19
H14 2.1694 -1.0157 -3.2733  0.16
H15 3.6149 -0.6700 -4.2830  0.57
H16 3.9789 -0.6187 -1.3201  0.19
H17 5.1233 -1.1152 -2.5639  0.42
H18 4.5816 -3.3449 -1.9479  -0.90
H19 3.1799 -2.9932 -2.9779  0.61
H20 2.4547 -3.9546 -0.7533  0.60
H21 1.7988 -2.3784 -1.1604  -0.49
H22 4.3261 -2.0100 0.3552  0.42
H23 3.1848 -3.0781 1.2510  0.50
H24 2.5677 -0.2490 0.1733  -0.91
H25 1.3565 -1.4370 0.7197  -0.02
H26 2.8436 0.4218 2.3571  0.41
H27 3.2901 -1.1882 2.8816  0.54
H28 0.5068 -1.5137 2.6197  0.63
H29 1.3464 -0.9895 4.0657  0.27
H30 1.2356 1.4072 3.2352  0.38
H31 0.7909 2.5289 1.2828  0.44
H32 -1.7962 3.4701 0.7880  0.53
H33 -0.7001 2.9808 -0.4910  -0.50
H34 -0.8438 -1.0533 -2.9086  0.20
H35 0.7648 -0.4647 -1.0182  -0.70
H36 -3.0009 -0.6745 -2.9363  0.31
O10 -1.1201 0.6486 -8.5978  -0.54
S2 -2.5308 0.7098 -8.7301  1.11
O11 -3.2271 -0.0093 -9.7332  -0.54
O12 -2.9603 2.2567 -8.8018  -0.34
C26 -3.8815 2.5580 -7.7474  -0.24
C27 -3.5271 1.5950 -6.6357  0.10
O13 -3.1976 0.3721 -7.3093  -0.34
H37 -4.8941 2.3836 -8.1184  0.30
H38 -3.7835 3.5970 -7.4420  0.25
H39 -4.3464 1.4397 -5.9394  0.30
H40 -2.6460 1.9282 -6.0878  0.00
O14 5.7019 -4.9924 -1.3398  -0.59
S3 6.8746 -4.2074 -1.4808  1.21
O15 6.8833 -2.8031 -1.2920  -0.52
O16 7.5353 -4.5470 -2.9032  -0.31
C28 8.8712 -5.0299 -2.7205  -0.34
C29 8.8602 -5.6904 -1.3585  -0.37
O17 8.0207 -4.8502 -0.5584  -0.33
H41 9.5501 -4.1750 -2.7435  0.30
H42 9.1360 -5.7227 -3.5152  0.31
H43 9.8527 -5.7657 -0.9225  0.32
H44 8.4061 -6.6829 -1.4011  0.29
O18 1.6930 -0.0279 6.5577  -0.39
S4 1.4325 0.2698 7.9179  1.03
O19 2.3977 0.8603 8.7702  -0.57
O20 0.8502 -1.0503 8.6255  -0.33
C30 -0.4473 -0.7817 9.1679  -0.29
C31 -1.0219 0.3024 8.2812  -0.26
O21 0.0922 1.1501 7.9838  -0.30
H45 -0.3224 -0.4316 10.1950  0.28
H46 -1.0534 -1.6842 9.1651  0.29
H47 -1.8123 0.8663 8.7692  0.34
H48 -1.3968 -0.1083 7.3407  0.21
O22 -7.6194 -1.0381 5.0531  -0.57
S5 -7.7493 -1.9510 3.9726  1.08
O23 -8.9039 -2.7593 3.8040  -0.56
O24 -6.4457 -2.8834 3.9477  -0.18
C32 -5.7943 -2.7621 2.6764  -0.30
C33 -6.1269 -1.3665 2.1938  -0.26
O25 -7.4851 -1.1579 2.5984  -0.32
H49 -6.2054 -3.5213 2.0074  0.32
H50 -4.7235 -2.9187 2.7852  0.28
H51 -6.0276 -1.2633 1.1170  0.19
H52 -5.5051 -0.6172 2.6888  0.29
O26 -5.4423 -3.7683 5.5364  -0.42
S6 -5.1870 -5.1225 5.8717  1.19
O27 -5.0183 -6.1213 4.8797  -0.59
O28 -6.3115 -5.6042 6.9136  -0.32
C34 -5.6995 -6.0678 8.1199  -0.32
C35 -4.4065 -5.2881 8.2263  -0.34
O29 -3.9281 -5.1955 6.8819  -0.33
H53 -5.5095 -7.1385 8.0172  0.30
H54 -6.3584 -5.8975 8.9677  0.31
H55 -3.6734 -5.7811 8.8598  0.31
H56 -4.5832 -4.2746 8.5952  0.26